(1)
This record from OMol25 describes a 6-piece molecular cluster, C16H36N4O12S2 overall at a distorted geometry. The level of theory is the ωB97M-V functional and the def2-TZVPD basis.

Each line ends with the Mulliken charge.
CARTESIAN COORDINATES (ANGSTROEM)
O: -3.51 -23.40 16.40  -0.485
S: -3.37 -22.67 15.16  0.974
O: -3.58 -21.18 15.26  -0.564
O: -1.95 -23.06 14.46  -0.309
C: -2.05 -23.65 13.23  -0.411
C: -3.50 -23.38 12.74  -0.234
O: -4.29 -23.35 13.88  -0.169
H: -1.39 -23.33 12.43  0.326
H: -1.95 -24.73 13.32  0.332
H: -3.90 -24.15 12.08  0.251
H: -3.51 -22.39 12.30  0.248
O: -5.44 -26.73 12.61  -0.592
S: -6.59 -25.83 12.58  0.993
O: -6.98 -25.21 13.90  -0.362
O: -6.39 -24.58 11.50  -0.270
C: -7.36 -24.50 10.48  -0.166
C: -8.10 -25.85 10.54  0.102
O: -7.93 -26.41 11.81  -0.386
H: -7.90 -23.55 10.55  0.246
H: -6.79 -24.34 9.57  0.197
H: -7.72 -26.61 9.85  -0.027
H: -9.17 -25.72 10.37  0.271
C: -11.05 -21.76 17.34  -0.789
N: -10.88 -22.56 16.16  -0.139
C: -10.37 -22.10 15.02  0.666
C: -10.20 -23.13 13.91  -1.134
O: -9.90 -20.95 14.85  -0.679
H: -11.98 -22.15 17.77  0.348
H: -11.17 -20.72 17.06  0.294
H: -10.22 -21.90 18.03  0.188
H: -11.32 -23.45 15.94  0.230
H: -9.43 -23.82 14.23  0.310
H: -9.71 -22.74 13.02  0.317
H: -11.14 -23.66 13.74  0.401
C: -5.81 -27.18 7.65  -0.680
N: -6.31 -26.70 6.34  -0.216
C: -7.24 -25.79 6.19  0.747
C: -7.38 -25.37 4.74  -1.325
O: -7.85 -25.43 7.13  -0.468
H: -4.83 -27.64 7.49  0.383
H: -6.52 -27.85 8.13  0.209
H: -5.63 -26.27 8.21  0.146
H: -5.87 -27.05 5.50  0.216
H: -6.44 -25.17 4.21  0.384
H: -7.95 -24.45 4.72  0.300
H: -7.88 -26.10 4.10  0.338
C: -5.27 -22.93 20.60  -0.848
N: -5.44 -23.73 19.46  -0.183
C: -6.57 -23.86 18.71  0.644
C: -6.67 -24.74 17.52  -1.013
O: -7.54 -23.13 18.99  -0.666
H: -5.99 -23.22 21.37  0.279
H: -5.58 -21.91 20.40  0.287
H: -4.30 -23.06 21.09  0.345
H: -4.71 -24.05 18.84  0.245
H: -6.08 -25.65 17.49  0.350
H: -6.76 -24.25 16.55  0.189
H: -7.70 -25.08 17.53  0.383
C: -10.28 -23.78 7.67  -0.583
N: -11.30 -22.97 8.28  -0.105
C: -11.05 -22.01 9.18  0.542
C: -12.27 -21.15 9.56  -1.176
O: -9.99 -21.80 9.64  -0.552
H: -9.63 -24.27 8.40  -0.029
H: -9.63 -23.13 7.09  0.244
H: -10.68 -24.68 7.20  0.373
H: -12.25 -23.28 8.15  0.254
H: -12.99 -20.87 8.80  0.352
H: -11.95 -20.29 10.15  0.350
H: -12.79 -21.72 10.33  0.308

Values from the calculation:
Strongest force on any atom: 4.9 eV/Å
SMILES: O=S1(=O)OCCO1.O=S1(=O)OCCO1.CNC(C)=O.CNC(C)=O.CNC(C)=O.CNC(C)=O
Gap between HOMO and LUMO: 8.95 eV
E_LUMO: 0.20 eV
Charge: 0
DFT total energy: -69373.711 eV
2S+1: 1

=====

(2)
This record from OMol25 describes C16H37AsIrN2O4Si2Te as an isolated structure at a distorted geometry. The level of theory is the ωB97M-V functional and the def2-TZVPD basis.

Each line ends with the Mulliken charge.
CARTESIAN COORDINATES (ANGSTROEM)
Ir: 0.50 -0.41 0.73  1.469
O: 0.40 -3.18 4.05  -0.415
C: 0.68 -2.33 3.28  0.613
O: 0.54 -1.10 3.08  -0.443
C: 1.59 -2.93 1.83  0.519
O: 2.70 -3.28 2.09  -0.472
O: 0.85 -2.75 0.84  -0.765
C: 1.84 1.79 3.60  -0.962
Te: 2.65 0.65 1.98  0.243
C: 3.37 2.39 0.94  -1.094
H: 2.68 2.27 4.10  0.426
H: 1.35 1.10 4.28  0.292
H: 1.15 2.53 3.22  0.291
H: 2.55 3.07 0.73  0.347
H: 3.85 2.09 0.01  0.333
H: 4.10 2.87 1.58  0.418
C: 1.65 -2.74 -3.26  -0.813
C: 0.92 -2.19 -2.02  -0.402
N: 1.64 -1.02 -1.48  0.182
C: 1.62 0.06 -2.47  -0.003
C: 2.20 -0.43 -3.82  -0.899
N: 2.76 -1.80 -3.60  -0.009
C: 3.77 -1.77 -2.50  -0.905
C: 3.03 -1.40 -1.19  -0.302
H: 0.98 -2.81 -4.12  0.338
H: 2.08 -3.72 -3.08  0.350
H: 0.85 -2.94 -1.24  0.268
H: -0.09 -1.87 -2.27  0.517
H: 2.19 0.90 -2.08  0.510
H: 0.58 0.38 -2.59  -0.193
H: 2.99 0.22 -4.18  0.343
H: 1.43 -0.50 -4.59  0.380
H: 3.21 -2.11 -4.46  0.314
H: 4.53 -1.04 -2.76  0.315
H: 4.24 -2.75 -2.43  0.375
H: 3.54 -0.56 -0.71  0.336
H: 3.03 -2.24 -0.50  0.150
C: -2.35 3.43 0.54  -0.898
Si: -2.45 2.15 -0.84  0.313
C: -4.14 1.74 -1.53  -0.977
C: -1.27 2.55 -2.26  -0.984
As: -1.71 -0.01 0.06  -0.274
Si: -3.00 -0.40 2.17  0.305
C: -4.75 0.14 1.76  -1.110
C: -2.80 -2.25 2.37  -0.892
C: -2.18 0.69 3.46  -0.584
H: -2.46 4.44 0.14  0.421
H: -1.38 3.36 1.05  0.216
H: -3.13 3.28 1.28  0.314
H: -4.59 2.61 -2.03  0.385
H: -4.83 1.40 -0.76  0.288
H: -4.05 0.94 -2.27  0.302
H: -1.60 3.45 -2.78  0.469
H: -1.26 1.74 -2.98  0.251
H: -0.25 2.73 -1.90  0.220
H: -5.13 -0.38 0.88  0.345
H: -4.82 1.22 1.59  0.279
H: -5.42 -0.10 2.60  0.411
H: -3.52 -2.78 1.74  0.368
H: -2.98 -2.55 3.40  0.377
H: -1.80 -2.58 2.10  0.159
H: -2.21 1.75 3.19  0.279
H: -1.14 0.39 3.62  -0.060
H: -2.71 0.58 4.41  0.423

Values from the calculation:
Strongest force on any atom: 1.0 eV/Å
Gap between HOMO and LUMO (spin up / spin down): 8.21 / 6.61 eV
Expectation value of S²: 8.7693
ΔE to the lowest compared entry with this formula, charge and spin: 0.213 eV
E_LUMO (spin up / spin down): -5.18 / -7.73 eV
Charge: +2
DFT total energy: -115072.193 eV
2S+1: 6

=====

(3)
This record from OMol25 describes C16H37ClN11O23S4 as an isolated structure at a distorted geometry. The level of theory is the ωB97M-V functional and the def2-TZVPD basis.

Each line ends with the Mulliken charge.
CARTESIAN COORDINATES (ANGSTROEM)
O: 2.03 -1.10 5.17  -0.589
S: 2.19 -0.53 3.87  1.051
O: 3.18 -1.06 2.98  -0.527
Cl: 2.65 1.45 4.16  -0.236
C: 0.61 -0.40 3.03  1.212
C: -0.46 -1.21 3.74  -1.103
C: -1.68 -1.38 2.83  -0.118
C: -1.38 -2.37 1.71  0.264
S: -2.63 -2.40 0.42  1.202
O: -3.16 -1.06 0.30  -0.780
O: -3.58 -3.42 0.80  -0.754
N: -1.83 -2.91 -0.86  -0.684
S: -0.68 -2.00 -1.47  0.942
O: -0.81 -1.92 -2.91  -0.778
O: -0.46 -0.75 -0.77  -0.316
C: 0.79 -3.00 -1.13  -0.952
C: 1.97 -2.16 -0.64  1.481
S: 2.72 -1.13 -1.93  -0.130
C: 2.34 0.43 -1.25  0.128
N: 2.19 0.75 0.00  0.097
N: 1.84 2.10 0.00  -0.524
C: 1.82 2.46 -1.23  -0.117
O: 2.14 1.47 -2.08  -0.192
H: 0.36 0.65 3.00  0.547
H: 0.83 -0.75 2.02  -1.288
H: -0.07 -2.20 3.99  0.461
H: -0.72 -0.74 4.69  0.410
H: -1.97 -0.43 2.42  -0.153
H: -2.51 -1.76 3.43  0.354
H: -1.36 -3.39 2.08  0.357
H: -0.43 -2.16 1.23  -0.632
H: 1.05 -3.56 -2.02  0.620
H: 0.50 -3.67 -0.33  0.382
H: 2.76 -2.83 -0.30  0.455
H: 1.69 -1.55 0.21  -1.752
H: 1.58 3.45 -1.56  0.543
C: 0.62 0.50 -4.93  -0.483
N: 1.97 0.07 -5.38  0.981
O: 2.93 0.73 -5.04  -0.522
O: 2.03 -0.93 -6.07  -0.588
H: 0.73 1.40 -4.34  0.193
H: 0.03 0.67 -5.82  0.349
H: 0.21 -0.32 -4.35  0.140
C: -3.28 2.00 0.47  -0.166
N: -2.42 2.70 1.46  1.072
O: -1.88 2.02 2.30  -0.583
O: -2.30 3.91 1.39  -0.718
H: -3.27 0.94 0.70  -0.054
H: -4.28 2.42 0.57  0.323
H: -2.90 2.18 -0.53  0.125
C: -0.04 6.18 1.40  -0.378
N: 0.94 6.41 0.31  0.974
O: 0.88 5.69 -0.67  -0.573
O: 1.77 7.28 0.47  -0.586
H: -0.69 5.37 1.11  0.105
H: 0.53 5.93 2.29  0.215
H: -0.59 7.10 1.56  0.284
C: 3.56 -6.22 -0.83  -0.827
N: 3.79 -5.34 -2.00  0.917
O: 2.82 -4.88 -2.57  -0.518
O: 4.95 -5.13 -2.31  -0.553
H: 2.49 -6.31 -0.68  0.317
H: 4.01 -7.19 -1.04  0.379
H: 4.04 -5.75 0.02  0.273
C: -4.12 4.61 -3.75  -0.790
N: -4.18 3.47 -2.79  0.794
O: -3.29 2.65 -2.84  -0.374
O: -5.12 3.44 -2.03  -0.518
H: -3.24 4.50 -4.36  0.307
H: -5.03 4.57 -4.35  0.305
H: -4.10 5.52 -3.16  0.300
C: -4.79 -0.43 -4.34  -0.552
N: -5.26 0.33 -5.53  0.922
O: -6.45 0.52 -5.66  -0.559
O: -4.41 0.74 -6.30  -0.543
H: -5.67 -0.71 -3.77  0.309
H: -4.25 -1.31 -4.68  0.275
H: -4.14 0.21 -3.76  0.141
C: 0.14 7.13 6.52  -0.735
N: -0.06 6.74 5.10  0.835
O: -0.63 7.53 4.37  -0.518
O: 0.36 5.65 4.77  -0.457
H: -0.28 8.12 6.67  0.305
H: -0.36 6.39 7.14  0.291
H: 1.21 7.12 6.71  0.280
C: 5.47 -7.97 2.35  -0.668
N: 4.58 -9.07 1.89  0.874
O: 4.37 -9.99 2.65  -0.529
O: 4.12 -8.97 0.77  -0.518
H: 5.80 -8.19 3.36  0.321
H: 6.30 -7.91 1.66  0.275
H: 4.89 -7.05 2.32  0.245

Values from the calculation:
Strongest force on any atom: 1.1 eV/Å
Gap between HOMO and LUMO: 7.79 eV
E_LUMO: 1.23 eV
Charge: -1
DFT total energy: -136517.974 eV
2S+1: 1